2 unconnected molecules or ions with the total composition C4H8N2O5Si in a non-equilibrium geometry. Source: OMol25; level of theory: the ωB97M-V functional and the def2-TZVPD basis.

XYZ file:
```
20
Properties=species:S:1:pos:R:3:lowdin_charge:R:1
C 0.37 -0.29 0.91 -0.200
C 0.86 -0.78 -0.41 -0.301
C -1.15 -0.61 1.16 -0.180
C 0.30 -0.10 -1.64 -0.216
N -1.38 3.59 -2.07 -0.194
N -2.84 0.16 -2.60 -0.505
O -0.44 3.85 -2.78 0.084
O -2.55 0.31 -3.79 -0.021
O -2.29 4.30 -1.74 0.093
O -3.98 0.03 -2.16 0.003
O -2.00 -0.04 0.11 -0.223
Si -1.56 0.37 -1.35 0.775
H 1.00 -0.59 1.73 0.105
H 0.46 0.86 0.99 0.147
H 1.86 -0.67 -0.42 0.079
H 0.65 -1.78 -0.57 0.091
H -1.33 -1.75 1.16 0.136
H -1.51 -0.23 2.23 0.152
H 0.89 0.78 -1.87 0.062
H 0.50 -0.95 -2.39 0.111
```

Expectation value of S²: 2.010
Total energy, hartree: -932.16031
Multiplicity: 3

***

4 unconnected molecules or ions with the total composition C18H38N2O6 in a non-equilibrium geometry. Source: OMol25; level of theory: the ωB97M-V functional and the def2-TZVPD basis.

XYZ file:
```
64
Properties=species:S:1:pos:R:3:lowdin_charge:R:1
C 1.87 0.34 2.46 -0.060
C 0.82 0.29 3.58 -0.226
C 1.26 0.42 5.04 -0.122
N 0.26 0.10 6.12 -0.290
C -0.35 -1.27 5.87 0.044
C 0.92 0.11 7.46 -0.113
C 1.02 1.55 7.94 -0.149
C -0.16 2.20 7.25 -0.139
C -0.77 1.27 6.21 -0.044
H 2.44 -0.58 2.62 0.084
H 2.64 1.10 2.59 0.076
H 1.37 0.43 1.50 0.077
H 0.13 -0.53 3.37 0.111
H 0.21 1.18 3.39 0.105
H 1.75 1.35 5.34 0.144
H 1.97 -0.40 5.22 0.133
H -0.97 -1.31 4.97 0.115
H -1.21 -1.30 6.55 0.103
H 0.45 -1.98 6.08 0.121
H 0.13 -0.33 8.07 0.138
H 1.78 -0.56 7.37 0.143
H 0.99 1.61 9.03 0.123
H 2.05 1.88 7.79 0.118
H -0.98 2.29 7.96 0.120
H 0.09 3.23 6.97 0.123
H -1.61 0.69 6.59 0.122
H -1.08 1.71 5.26 0.134
C 2.52 -0.55 -4.05 -0.077
C 1.21 0.19 -3.96 -0.208
C 0.27 0.14 -5.22 -0.102
N -0.87 1.10 -5.18 -0.278
C -0.52 2.56 -5.17 0.032
C -1.85 0.65 -4.07 -0.085
C -2.42 -0.64 -4.51 -0.131
C -2.64 -0.38 -6.04 -0.125
C -1.81 0.89 -6.40 -0.091
H 2.36 -1.60 -3.79 0.083
H 3.28 -0.06 -3.45 0.076
H 2.96 -0.53 -5.05 0.075
H 1.26 1.23 -3.62 0.097
H 0.72 -0.42 -3.20 0.093
H -0.10 -0.88 -5.31 0.129
H 0.83 0.41 -6.12 0.130
H -0.01 2.77 -4.23 0.098
H -1.46 3.09 -5.21 0.099
H 0.13 2.53 -6.04 0.114
H -2.50 1.52 -4.06 0.136
H -1.20 0.66 -3.20 0.112
H -3.34 -0.95 -4.03 0.134
H -1.73 -1.47 -4.46 0.105
H -3.65 -0.31 -6.45 0.110
H -2.21 -1.21 -6.60 0.110
H -2.42 1.77 -6.61 0.119
H -1.25 0.58 -7.29 0.125
O 0.36 -3.53 -3.89 -0.016
C 1.23 -4.31 -3.16 -0.875
O 2.09 -4.96 -3.84 -0.124
O 1.03 -4.45 -1.95 -0.060
H -0.13 -3.11 -3.15 0.041
O -0.48 0.12 -0.85 -0.007
C -1.09 -1.15 -0.85 -0.798
O -1.69 -1.47 0.20 -0.070
O -1.06 -1.95 -1.82 -0.026
H -0.78 0.27 0.06 0.063
```

Energy relative to the best compared isomer or geometry (same formula, charge and spin), kJ/mol: 551.8
Total energy, hartree: -1269.38975
Multiplicity: 1

***

2 unconnected molecules or ions with the total composition C4H11NS in a non-equilibrium geometry. Source: OMol25; level of theory: the ωB97M-V functional and the def2-TZVPD basis.

XYZ file:
```
17
Properties=species:S:1:pos:R:3:lowdin_charge:R:1
C -2.37 0.27 0.74 -0.354
N -2.76 -0.58 -0.33 -0.040
C -1.63 -1.27 -0.88 -0.199
C 3.69 -0.21 -0.07 -0.753
S 1.92 0.18 0.05 0.080
C -1.38 1.41 0.35 -0.124
H -3.27 0.73 1.15 0.082
H -1.81 -0.31 1.53 0.117
H -0.98 -0.64 -1.53 0.076
H -1.98 -2.11 -1.48 0.056
H -0.93 -1.65 -0.09 0.077
H 4.16 0.43 -0.82 -0.023
H 3.78 -1.21 -0.48 -0.036
H 4.17 -0.15 0.90 -0.025
H -0.45 0.95 0.01 -0.067
H -1.84 2.01 -0.43 0.061
H -1.17 2.08 1.19 0.071
```

Energy relative to the best compared isomer or geometry (same formula, charge and spin), kJ/mol: 98.6
Expectation value of S²: 0.754
Net charge: -1
Total energy, hartree: -611.89315
Multiplicity: 2

***

3 unconnected molecules or ions with the total composition C2H8N4O in a non-equilibrium geometry. Source: OMol25; level of theory: the ωB97M-V functional and the def2-TZVPD basis.

XYZ file:
```
15
Properties=species:S:1:pos:R:3:lowdin_charge:R:1
C 0.92 1.01 1.89 -0.118
N -0.17 0.50 1.13 -0.023
N 0.28 1.24 -1.09 -0.016
C -0.70 -0.57 1.00 -0.331
N -0.39 0.65 -1.91 -0.030
O 0.01 -2.16 -1.58 -0.089
N -1.52 -1.45 0.86 0.167
H 0.79 -2.51 -2.04 0.036
H -0.08 2.15 -0.73 0.082
H -0.01 -1.21 -1.76 -0.034
H -1.30 1.07 -2.20 0.084
H -1.43 -2.19 0.19 0.042
H 1.77 1.18 1.22 0.072
H 1.22 0.34 2.70 0.081
H 0.61 1.97 2.32 0.077
```

Energy relative to the best compared isomer or geometry (same formula, charge and spin), kJ/mol: 363.3
Total energy, hartree: -375.16823
Multiplicity: 1

***

A gas-phase ion, C9H19N2O5 (charge -1) in a non-equilibrium geometry. Source: OMol25; level of theory: the ωB97M-V functional and the def2-TZVPD basis.

XYZ file:
```
35
Properties=species:S:1:pos:R:3:lowdin_charge:R:1
C -0.37 3.01 -1.54 -0.078
C 0.94 2.01 -1.32 -0.330
O 2.09 2.63 -2.06 -0.144
C 0.68 0.54 -2.00 -0.112
O -0.20 -0.34 -1.19 -0.184
N 0.29 -0.47 0.08 -0.163
C -0.93 -0.77 0.92 -0.099
C -1.96 0.55 0.89 -0.322
C -2.81 0.71 2.30 -0.097
O -2.96 0.47 -0.20 -0.138
C 1.24 -1.64 -0.02 -0.211
C 1.65 -2.33 1.41 -0.212
N 2.66 -1.46 2.16 -0.061
C 0.77 -2.83 -1.05 -0.409
O 1.52 -3.05 -2.16 -0.179
O -0.41 -3.69 -0.81 -0.283
H -0.09 3.88 -2.30 0.084
H -1.25 2.40 -2.04 0.085
H -0.68 3.45 -0.49 0.078
H 1.29 1.97 -0.19 0.152
H 1.84 2.54 -3.03 0.096
H 1.67 -0.05 -2.27 0.137
H 0.14 0.73 -3.05 0.148
H -1.53 -1.74 0.57 0.147
H -0.66 -0.91 2.07 0.127
H -1.36 1.57 0.74 0.130
H -2.79 -0.25 2.98 0.073
H -3.96 0.91 2.05 0.085
H -2.47 1.61 2.97 0.069
H -3.00 -0.45 -0.60 0.111
H 2.26 -1.20 -0.47 0.145
H 2.25 -3.33 1.14 0.132
H 0.75 -2.67 2.07 0.116
H 2.20 -0.91 2.92 0.049
H 3.20 -0.86 1.50 0.056
```

Energy relative to the best compared isomer or geometry (same formula, charge and spin), kJ/mol: 746.4
Net charge: -1
Total energy, hartree: -839.82876
Multiplicity: 1

***

A single C4H9BrS molecule in a non-equilibrium geometry. Source: OMol25; level of theory: the ωB97M-V functional and the def2-TZVPD basis.

XYZ file:
```
15
Properties=species:S:1:pos:R:3:lowdin_charge:R:1
C 0.08 0.39 1.44 -0.073
C -0.18 1.28 -0.92 -0.117
C -0.67 -1.11 -0.50 -0.190
C 0.19 0.07 -0.11 -0.880
S 1.98 -0.32 -0.67 0.390
Br 2.10 -2.11 0.53 0.294
H 0.67 -0.29 1.99 0.017
H 0.60 1.36 1.47 0.093
H -0.92 0.37 1.66 0.052
H -0.63 1.01 -1.81 0.066
H 0.70 1.83 -1.05 0.049
H -0.87 1.78 -0.32 0.073
H -0.67 -1.55 -1.46 0.062
H -0.69 -2.01 0.19 0.072
H -1.69 -0.68 -0.46 0.094
```

Energy relative to the best compared isomer or geometry (same formula, charge and spin), kJ/mol: 0.0
Total energy, hartree: -3129.97877
Multiplicity: 1